Computed, not measured: a cluster of 14 separate species, C18H23Cl39FN3O2 in total, with ωB97M-V/def2-TZVPD.

* spin multiplicity: 1
* E: -518692.5124 eV
* HOMO: -0.3416 hartree

The geometry in XYZ format:
```
86
C18H23Cl39FN3O2, DFT ωB97M-V/def2-TZVPD
N -1.0876 -3.0601 -0.8760
C -1.6734 -3.5755 0.1408
C -1.2506 -4.9330 0.6388
O -1.1465 -4.9862 2.0708
C -0.2702 -4.1509 2.7035
O -0.5776 -3.4800 3.6811
N 1.0797 -4.2293 2.1616
F 1.6025 -5.4166 2.7382
C 1.9375 -3.1144 2.5486
C 2.1880 -2.0561 1.4287
N 2.1202 -2.4751 0.0317
H -1.4887 -2.1564 -1.1352
H -2.5095 -3.0801 0.6671
H -0.3074 -5.2302 0.1628
H -2.0335 -5.6567 0.3776
H 1.5644 -2.6227 3.4572
H 2.9108 -3.5590 2.8086
H 3.2049 -1.6801 1.5875
H 1.5000 -1.2059 1.5705
H 1.1873 -2.7832 -0.2275
H 2.7461 -3.2582 -0.1373
C -5.4789 -1.7471 -3.8098
Cl -3.9950 -1.9926 -4.7281
Cl -6.3590 -3.2537 -3.5638
Cl -5.1470 -0.9489 -2.2651
H -6.0983 -1.0841 -4.3952
C 0.2500 2.9186 0.3178
Cl 0.4363 2.7108 2.0600
Cl 1.3654 1.8994 -0.5845
Cl -1.4266 2.6522 -0.1771
H 0.4726 3.9561 0.1046
C 3.8528 -0.9498 -6.0301
Cl 5.2218 -1.8862 -5.4142
Cl 2.3933 -1.9431 -6.1179
Cl 3.5839 0.5071 -5.0779
H 4.0991 -0.6423 -7.0357
C -8.5603 0.6782 -6.1053
Cl -8.8971 2.3274 -6.6175
Cl -7.4424 -0.1183 -7.2131
Cl -7.9138 0.6510 -4.4607
H -9.4901 0.1246 -6.1060
C -1.0329 -0.7262 -7.5829
Cl -0.3451 0.8648 -7.9072
Cl -0.9978 -1.0783 -5.8574
Cl -2.6747 -0.8461 -8.2209
H -0.4224 -1.4630 -8.0892
C 4.5279 -4.1792 -9.0177
Cl 5.8741 -4.8091 -9.9626
Cl 4.4743 -2.4161 -9.0980
Cl 2.9979 -4.8738 -9.5477
H 4.6823 -4.4550 -7.9819
C -1.2239 0.9131 5.3094
Cl -1.5574 1.0111 7.0350
Cl -1.2811 -0.7750 4.8109
Cl -2.3292 1.9865 4.4294
H -0.2159 1.2763 5.1474
C -1.4251 5.9716 3.2510
Cl -0.6631 6.6950 4.6639
Cl -2.9466 6.7723 2.8650
Cl -0.3294 5.9987 1.8668
H -1.6377 4.9335 3.4790
C 1.6873 2.8781 9.1825
Cl 1.7725 2.3995 7.4880
Cl 0.2706 3.8889 9.4603
Cl 1.6632 1.4606 10.2332
H 2.5739 3.4537 9.4153
C 8.2750 -2.9750 -2.4532
Cl 6.8748 -2.7144 -1.4168
Cl 9.3488 -4.1927 -1.7663
Cl 7.7728 -3.4226 -4.0820
H 8.8204 -2.0423 -2.5148
C -3.6980 4.5288 10.3060
Cl -4.6695 5.2934 11.5639
Cl -2.4479 5.6364 9.7262
Cl -3.0045 3.0161 10.8793
H -4.3483 4.3035 9.4709
C -3.7734 3.8145 -3.5190
Cl -3.8356 5.0472 -4.7783
Cl -5.1298 2.6986 -3.6713
Cl -2.2350 2.9476 -3.5287
H -3.8534 4.3138 -2.5619
C 4.8429 3.6081 4.6998
Cl 5.6668 2.0515 4.7728
Cl 3.2730 3.4545 3.9079
Cl 4.6679 4.3176 6.3045
H 5.4485 4.2834 4.1097
```

Computed, not measured: a structure of composition C18H23Cl3N2O3PdS2Si, with ωB97M-V/def2-TZVPD.

* spin multiplicity: 1
* energy above the lowest of the compared OMol25 structures with the same formula, charge and spin: 6.81 kcal/mol
* E: -98743.5822 eV
* charge: +2
* HOMO: -0.5497 hartree

The geometry in XYZ format:
```
53
C18H23Cl3N2O3PdS2Si, DFT ωB97M-V/def2-TZVPD
Pd -0.2978 -0.2070 -0.5998
C -0.9456 -2.1897 3.3530
C -0.7821 -1.1692 2.2798
N -1.3714 -1.1868 1.1402
O -2.1715 -2.2689 0.9814
C 0.0446 0.0503 2.5086
C 0.2500 0.5194 3.9006
N 0.4628 0.5992 1.4297
O 1.1529 1.8459 1.6640
H -1.2612 -3.1371 2.9257
H -1.7107 -1.8763 4.0675
H -0.0125 -2.3406 3.8922
H -2.6762 -2.0905 0.1696
H -0.7236 0.7900 4.3198
H 0.9201 1.3695 3.9569
H 0.6432 -0.2936 4.5101
O -0.1712 2.8511 -0.2404
S 0.2653 3.0691 1.1036
C 1.3817 4.3701 1.3085
C 2.3716 4.3612 2.2916
C 3.1870 5.4722 2.3916
C 3.0059 6.5546 1.5347
C 2.0141 6.5423 0.5628
C 1.1827 5.4422 0.4373
C -1.1035 3.1715 2.1779
C -0.9944 3.8595 3.3824
C -2.0951 3.8733 4.2219
C -3.2605 3.2097 3.8529
C -3.3478 2.5322 2.6411
C -2.2627 2.5085 1.7803
H 2.5133 3.5130 2.9464
H 3.9698 5.4925 3.1369
H 3.6517 7.4177 1.6251
H 1.8880 7.3870 -0.0997
H 0.4097 5.4105 -0.3191
H -0.0897 4.3891 3.6525
H -2.0492 4.4141 5.1569
H -4.1176 3.2340 4.5126
H -4.2658 2.0362 2.3578
H -2.3190 2.0079 0.8222
C 2.2711 1.4347 -1.7330
S 1.6149 -0.2423 -1.8453
C 1.5965 -0.4165 -3.6357
H 1.5989 2.1584 -2.1874
H 3.2397 1.4537 -2.2306
H 2.4175 1.6548 -0.6781
H 2.6315 -0.4339 -3.9721
H 1.0532 0.3950 -4.1094
H 1.1340 -1.3742 -3.8695
Cl -1.5016 -2.7089 -2.8834
Si -1.6093 -0.7660 -2.3225
Cl -1.6292 0.4585 -3.9272
Cl -3.3754 -0.3899 -1.3308
```

Computed, not measured: a structure of composition C18H23F6N3O5S6SiZr, with ωB97M-V/def2-TZVPD.

* spin multiplicity: 1
* energy above the lowest of the compared OMol25 structures with the same formula, charge and spin: 0.00 kcal/mol
* E: -124228.8316 eV
* charge: -2
* HOMO: -0.0752 hartree

The geometry in XYZ format:
```
63
C18H23F6N3O5S6SiZr, DFT ωB97M-V/def2-TZVPD
Zr -0.7226 0.7537 0.3311
F -1.9868 4.5214 2.7181
C -1.9811 3.2042 2.9572
F -2.7036 2.6180 1.9936
F -2.5793 2.9949 4.1296
S -0.2388 2.6031 2.9432
O 0.0968 2.6971 1.5073
O 0.4393 3.5128 3.8184
N -0.4551 1.1221 3.3565
S 0.8072 0.1043 3.0838
O 0.5715 -0.2942 1.5994
O 0.5811 -1.0774 3.8790
C -2.7297 -2.2551 2.4877
F -2.2588 0.0368 1.3287
F -1.8862 -2.7968 1.6647
F -3.8605 -2.2445 1.8176
O 0.8028 2.8377 -6.1184
C 0.6206 2.6189 -4.9396
S -0.8364 3.0879 -4.0656
C -0.3856 2.4361 -2.4941
C 0.8099 1.8143 -2.4152
S 1.5161 1.1188 -0.9818
S 1.7420 1.7411 -3.9080
S -1.4879 2.7421 -1.1640
C -3.2510 -2.6451 -1.8784
Si -2.8536 -0.8048 -1.8575
C -4.1864 0.0632 -0.8660
C -3.0448 -0.1810 -3.6258
N -1.2417 -0.5860 -1.2115
C -0.2656 -1.4406 -1.7770
C 0.3889 -2.3944 -0.9922
C 1.3574 -3.2216 -1.5337
C 1.6932 -3.1334 -2.8802
C 1.0480 -2.1944 -3.6713
C 0.0816 -1.3582 -3.1293
H -4.2647 -2.8102 -2.2570
H -3.1896 -3.0596 -0.8695
H -2.5528 -3.1958 -2.5131
H -5.1353 -0.0786 -1.3953
H -3.9985 1.1360 -0.7966
H -4.2815 -0.3335 0.1420
H -4.1079 -0.1463 -3.8848
H -2.5415 -0.8134 -4.3594
H -2.6429 0.8307 -3.7149
H 0.1460 -2.4504 0.0624
H 1.8631 -3.9360 -0.8940
H 2.4576 -3.7762 -3.3005
H 1.3119 -2.0876 -4.7175
H -0.3754 -0.5962 -3.7464
C 3.5612 -0.7905 2.1957
C 3.4358 0.4713 3.0571
C 4.0660 0.2148 4.4307
C 4.1627 1.6243 2.3620
N 2.0623 0.9104 3.2606
H 4.6149 -1.0647 2.0874
H 3.1405 -0.6228 1.2034
H 3.0282 -1.6262 2.6547
H 5.1250 -0.0473 4.3345
H 3.5404 -0.6005 4.9315
H 3.9741 1.1097 5.0488
H 5.2256 1.3962 2.2334
H 4.0585 2.5349 2.9550
H 3.7152 1.8066 1.3836
```

Computed, not measured: a cluster of 3 separate species, C18H23F7O9 in total, with ωB97M-V/def2-TZVPD.

* spin multiplicity: 1
* E: -56485.3008 eV
* HOMO: -0.3626 hartree

The geometry in XYZ format:
```
57
C18H23F7O9, DFT ωB97M-V/def2-TZVPD
C 3.3861 0.4291 -0.1610
C 2.2307 1.2215 -0.9677
O 2.4711 1.0277 -2.3922
C 1.7003 1.9600 -3.1816
C 0.0931 1.7942 -2.9572
O -0.4904 2.9667 -2.3246
C -1.1488 2.6592 -1.1141
C -2.0738 1.6430 -0.7537
C -2.6447 0.4987 -1.7032
C -3.8188 -0.3776 -0.9908
F -3.0255 1.0132 -2.9895
C -2.4210 1.9644 0.7920
O -2.8617 1.2287 1.6839
O -2.1320 3.3843 0.8797
C -0.9032 3.6172 0.1544
O 0.0299 4.3767 0.4352
H 3.1591 -0.6957 -0.2880
H 4.4149 0.6886 -0.5766
H 3.2499 0.6990 0.9462
H 2.1264 2.3152 -0.6576
H 1.2470 0.6799 -0.7107
H 1.9175 1.8194 -4.3066
H 1.9610 3.0508 -2.9228
H -0.3876 1.7225 -4.0062
H -0.0633 0.8152 -2.3976
H -1.7985 -0.2639 -1.9026
H -4.4919 -0.7833 -1.8327
H -3.2820 -1.2322 -0.4414
H -4.3811 0.2946 -0.2565
C 9.1311 0.0088 3.5938
C 9.0565 0.8326 2.3231
O 8.7458 0.0021 1.1943
C 7.4451 -0.3207 1.0403
O 6.5645 0.0374 1.7780
C 7.2506 -1.1612 -0.2198
F 8.1629 -2.1500 -0.3284
F 7.3597 -0.4196 -1.3424
F 6.0436 -1.7528 -0.2688
H 9.8403 -0.8144 3.4760
H 9.4427 0.6277 4.4375
H 8.1628 -0.4372 3.8325
H 10.0312 1.2832 2.1221
H 8.3365 1.6505 2.4128
C -8.6155 -1.2563 2.1016
C -7.7562 -2.5010 2.2057
O -7.8146 -3.2643 0.9908
C -7.0311 -2.8292 -0.0164
O -6.3136 -1.8650 0.0490
C -7.1524 -3.7554 -1.2244
F -8.4342 -4.0645 -1.5107
F -6.5121 -4.9268 -1.0255
F -6.6319 -3.2195 -2.3438
H -9.6396 -1.5193 1.8250
H -8.6315 -0.7177 3.0511
H -8.2407 -0.5813 1.3288
H -8.1411 -3.1453 2.9995
H -6.7214 -2.2582 2.4619
```

Computed, not measured: a structure of composition C18H23N2O4SY, with ωB97M-V/def2-TZVPD.

* spin multiplicity: 1
* E: -42073.3971 eV
* charge: +2
* HOMO: -0.4524 hartree

The geometry in XYZ format:
```
49
C18H23N2O4SY, DFT ωB97M-V/def2-TZVPD
Y 1.1995 -1.3045 -0.5427
C 2.6117 3.2981 -1.5710
N 3.6052 2.2172 -1.4969
C 4.9832 2.5850 -1.8436
C 3.2668 1.0154 -1.1231
O 2.0715 0.6922 -0.8431
C 4.3079 -0.1023 -1.0545
O 3.7648 -1.2031 -0.3195
C 4.2686 -1.3939 1.0080
C 3.1005 -1.5634 1.9746
O 1.9256 -1.4786 1.5023
N 3.3277 -1.8074 3.2352
C 4.6731 -1.9917 3.7874
C 2.2157 -2.0257 4.1731
H 2.5980 3.6913 -2.5855
H 2.9045 4.0888 -0.8819
H 1.6329 2.9174 -1.3051
H 4.9404 3.4013 -2.5592
H 5.5071 1.7580 -2.3162
H 5.5223 2.9224 -0.9587
H 5.2539 0.2236 -0.6248
H 4.5145 -0.4533 -2.0691
H 4.8846 -0.5442 1.3078
H 4.8942 -2.2891 1.0189
H 5.4163 -1.4342 3.2243
H 4.9310 -3.0507 3.7973
H 4.6753 -1.6175 4.8076
H 1.2815 -1.7285 3.7124
H 2.3970 -1.4304 5.0647
H 2.1795 -3.0802 4.4446
C -7.5509 1.5624 -2.4728
C -8.4889 1.1147 -1.3796
O -9.4921 1.6947 -1.0877
S -8.1457 -0.4388 -0.5203
C -6.3841 -0.5645 -0.6051
C -5.8062 -1.7312 -1.1021
C -4.4323 -1.8831 -1.1048
C -3.6159 -0.8571 -0.6205
C -4.1948 0.3153 -0.1249
C -5.5680 0.4512 -0.1064
C -2.2015 -1.0164 -0.6189
C -0.9853 -1.1568 -0.6162
H -6.7158 2.1185 -2.0467
H -8.1135 2.2238 -3.1271
H -7.1478 0.7162 -3.0262
H -6.4407 -2.5176 -1.4881
H -3.9875 -2.7911 -1.4885
H -3.5656 1.1059 0.2612
H -6.0186 1.3420 0.3113
```

Computed, not measured: an isolated molecule of C18H23N3O2S, with ωB97M-V/def2-TZVPD.

* spin multiplicity: 1
* energy above the lowest of the compared OMol25 structures with the same formula, charge and spin: 41.13 kcal/mol
* E: -38440.1906 eV
* HOMO: -0.2592 hartree

The geometry in XYZ format:
```
47
C18H23N3O2S, DFT ωB97M-V/def2-TZVPD
C 6.6143 2.6480 -0.3523
O 6.0537 1.7691 0.5890
C 4.8952 1.1194 0.2615
C 4.2103 1.2631 -0.9398
C 3.0429 0.5573 -1.1577
C 2.5370 -0.3190 -0.1985
N 1.3402 -0.9376 -0.4858
C 0.9187 -2.0547 -0.0666
S 1.7363 -3.3097 0.9180
C 0.3232 -4.3241 0.7987
C -0.6612 -3.7531 0.0882
C -1.9961 -4.3534 -0.1905
N -0.3270 -2.5056 -0.4007
C -1.2041 -1.6397 -1.1505
C -1.8574 -0.5954 -0.2444
C -2.7621 0.3428 -1.0460
N -3.3922 1.3250 -0.2050
C -2.7266 2.5408 0.2014
C -3.6055 3.0662 1.3422
C -4.9769 2.4594 1.0497
C -4.6627 1.2119 0.2377
O -5.4046 0.2848 -0.0009
C 3.2261 -0.4503 1.0110
C 4.3834 0.2606 1.2342
H 5.9382 3.4788 -0.5819
H 7.5188 3.0398 0.1110
H 6.8800 2.1305 -1.2804
H 4.5726 1.9231 -1.7128
H 2.5099 0.6691 -2.0898
H 0.3225 -5.2817 1.2752
H -2.0803 -5.3014 0.3327
H -2.7967 -3.6961 0.1453
H -2.1236 -4.5362 -1.2574
H -1.9628 -2.2420 -1.6507
H -0.5920 -1.1304 -1.9004
H -2.4536 -1.0883 0.5262
H -1.0662 -0.0238 0.2435
H -2.1825 0.8523 -1.8219
H -3.5651 -0.2331 -1.5157
H -1.7024 2.3353 0.5211
H -2.6901 3.2483 -0.6383
H -3.6230 4.1534 1.3774
H -3.2315 2.6969 2.2975
H -5.5451 2.2104 1.9433
H -5.5899 3.1172 0.4304
H 2.8403 -1.0948 1.7860
H 4.9178 0.1671 2.1667
```

Short version: orbital gap = 9.5 8.4 6.6 9.1 5.3 7.8 eV, in the order given.